Record 1
{
  "formula": "C19H20F25NO5S",
  "method": "ωB97M-V/def2-TZVPD",
  "smiles": "FC(F)C(F)(F)COC(F)(F)C(F)F.FC(F)C(F)(F)COC(F)(F)C(F)F.FC(F)C(F)(F)COC(F)(F)C(F)F.C=CN(CC)S(=O)(=O)F",
  "e_homo_ev": -9.4,
  "lumo_energy_ev": -1.2,
  "e_tot_ev": -110519.7768,
  "gap_ev": 8.20,
  "fmax_ev_per_a": 6.6,
  "species": ["F", "C", "F", "C", "F", "F", "C", "O", "C", "F", "F", "C", "F", "F", "H", "H", "H", "H", "F", "C", "F", "C", "F", "F", "C", "O", "C", "F", "F", "C", "F", "F", "H", "H", "H", "H", "F", "C", "F", "C", "F", "F", "C", "O", "C", "F", "F", "C", "F", "F", "H", "H", "H", "H", "C", "C", "N", "C", "C", "S", "O", "O", "F", "H", "H", "H", "H", "H", "H", "H", "H"],
  "positions_angstrom": [[-0.574, -7.085, 1.980], [0.142, -7.069, 0.833], [0.203, -8.360, 0.403], [1.543, -6.502, 1.022], [2.290, -7.283, 1.849], [2.181, -6.533, -0.191], [1.594, -5.049, 1.522], [1.779, -4.869, 2.929], [0.592, -4.953, 3.716], [-0.486, -4.931, 2.896], [0.538, -3.795, 4.431], [0.594, -6.151, 4.674], [0.750, -7.324, 4.008], [-0.584, -6.242, 5.347], [-0.417, -6.501, 0.083], [2.490, -4.598, 1.075], [0.765, -4.443, 1.137], [1.403, -6.069, 5.404], [-2.256, 1.612, -1.569], [-2.210, 0.453, -2.265], [-1.652, 0.754, -3.470], [-3.586, -0.173, -2.456], [-4.394, 0.617, -3.212], [-3.429, -1.333, -3.170], [-4.319, -0.542, -1.154], [-5.274, 0.410, -0.674], [-4.734, 1.482, 0.095], [-3.446, 1.200, 0.407], [-5.413, 1.471, 1.274], [-4.902, 2.848, -0.584], [-4.325, 2.870, -1.813], [-4.305, 3.831, 0.141], [-1.530, -0.233, -1.751], [-4.917, -1.434, -1.378], [-3.632, -0.867, -0.363], [-5.958, 3.100, -0.704], [1.544, 5.427, 1.807], [1.631, 4.125, 1.452], [2.954, 3.869, 1.260], [0.837, 3.805, 0.191], [1.334, 4.462, -0.892], [0.993, 2.471, -0.082], [-0.674, 4.072, 0.289], [-1.133, 5.322, -0.236], [-1.018, 6.435, 0.648], [-0.730, 5.984, 1.893], [-2.265, 6.974, 0.729], [-0.028, 7.495, 0.150], [1.211, 6.972, -0.043], [0.113, 8.498, 1.056], [1.298, 3.512, 2.295], [-1.163, 3.320, -0.343], [-1.070, 3.880, 1.294], [-0.360, 7.929, -0.797], [3.488, 0.758, -4.283], [2.684, 0.467, -3.034], [3.046, -0.768, -2.240], [4.093, -0.509, -1.182], [3.712, 0.645, -0.084], [1.652, -1.625, -1.632], [0.642, -0.761, -0.841], [2.098, -2.920, -0.849], [0.815, -2.237, -3.041], [4.105, 1.762, -4.419], [3.419, -0.050, -5.156], [1.806, 1.215, -2.724], [4.323, -1.544, -0.633], [5.092, -0.173, -1.717], [3.099, 1.551, -0.500], [4.747, 1.099, 0.299], [3.182, 0.225, 0.895]]
}

Record 2
{
  "formula": "C19H20F2N6O2",
  "method": "ωB97M-V/def2-TZVPD",
  "smiles": "CC(=O)[C@H]1C[C@H](C(=O)NC[C@H](C)n2ccc(-c3cc(F)c(C#N)c(F)c3)n2)NN1",
  "e_homo_ev": -8.5,
  "lumo_energy_ev": -0.8,
  "e_tot_ev": -38495.8943,
  "gap_ev": 7.71,
  "e_above_lowest_kj_mol": 0.0,
  "fmax_ev_per_a": 5.8,
  "species": ["C", "C", "O", "C", "C", "C", "C", "O", "N", "C", "C", "C", "N", "C", "C", "C", "C", "C", "C", "F", "C", "C", "N", "C", "F", "C", "N", "N", "N", "H", "H", "H", "H", "H", "H", "H", "H", "H", "H", "H", "H", "H", "H", "H", "H", "H", "H", "H", "H"],
  "positions_angstrom": [[3.869, 2.581, 0.849], [3.015, 1.654, -0.016], [3.156, 1.608, -1.250], [1.964, 0.756, 0.645], [2.612, -0.489, 1.245], [1.806, -0.811, 2.533], [1.122, -2.187, 2.446], [1.699, -3.203, 2.771], [-0.067, -2.302, 1.769], [-0.626, -3.554, 1.336], [-0.877, -3.490, -0.189], [0.383, -3.657, -1.026], [-1.629, -2.283, -0.725], [-2.589, -2.374, -1.717], [-2.918, -1.123, -2.101], [-2.090, -0.245, -1.270], [-2.108, 1.224, -1.358], [-2.455, 1.871, -2.543], [-2.412, 3.252, -2.684], [-2.817, 3.778, -3.882], [-1.989, 4.081, -1.599], [-2.017, 5.475, -1.721], [-2.064, 6.666, -1.721], [-1.637, 3.428, -0.382], [-1.164, 4.175, 0.671], [-1.717, 2.046, -0.247], [-1.389, -0.950, -0.403], [0.886, 0.332, 2.728], [1.406, 1.344, 1.860], [3.243, 3.372, 1.326], [4.705, 3.049, 0.290], [4.319, 1.997, 1.655], [1.141, 0.560, -0.025], [2.634, -1.281, 0.504], [3.615, -0.361, 1.546], [2.479, -0.874, 3.385], [-0.363, -1.474, 1.307], [0.032, -4.412, 1.529], [-1.585, -3.708, 1.882], [-1.531, -4.348, -0.372], [0.063, -4.060, -1.998], [1.081, -4.351, -0.572], [0.939, -2.700, -1.087], [-2.996, -3.279, -2.109], [-3.624, -0.811, -2.878], [-2.792, 1.255, -3.377], [-1.417, 1.588, 0.683], [-0.080, 0.092, 2.589], [0.786, 2.146, 1.708]]
}

Record 3
{
  "formula": "C19H20F3N2",
  "method": "ωB97M-V/def2-TZVPD",
  "e_homo_ev": -12.7,
  "lumo_energy_ev": -4.2,
  "e_tot_ev": -31150.8432,
  "charge": 1,
  "gap_ev": 8.53,
  "e_above_lowest_kj_mol": 291.0,
  "fmax_ev_per_a": 1.8,
  "species": ["C", "C", "C", "N", "N", "C", "C", "H", "H", "H", "H", "H", "H", "H", "H", "H", "H", "F", "C", "F", "F", "C", "C", "C", "C", "C", "C", "C", "C", "C", "C", "C", "C", "C", "H", "H", "H", "H", "H", "H", "H", "H", "H", "H"],
  "positions_angstrom": [[-1.259, 2.853, 2.392], [-0.388, 3.716, 1.478], [-0.545, 3.112, 0.093], [-0.737, 1.608, 0.332], [-1.464, 1.057, -0.746], [-1.033, 1.162, -1.947], [-1.586, 1.569, 1.623], [-0.748, 2.629, 3.337], [-2.200, 3.362, 2.635], [-0.683, 4.774, 1.494], [0.664, 3.658, 1.773], [-1.497, 3.402, -0.397], [0.283, 3.327, -0.606], [-1.288, 0.328, -2.617], [-0.501, 2.051, -2.345], [-1.389, 0.644, 2.181], [-2.617, 1.571, 1.244], [-1.682, -5.914, -0.719], [-1.864, -5.236, 0.463], [-3.184, -5.310, 0.788], [-1.157, -5.918, 1.414], [-1.347, -3.838, 0.316], [-2.137, -2.723, 0.576], [-1.570, -1.455, 0.411], [-0.193, -1.238, 0.263], [0.460, 0.092, 0.435], [1.566, 0.402, -0.482], [2.525, 1.385, -0.168], [3.696, 1.487, -0.935], [3.908, 0.655, -2.037], [2.883, -0.203, -2.446], [1.689, -0.266, -1.709], [0.547, -2.399, -0.079], [-0.028, -3.667, -0.093], [-3.176, -2.795, 0.902], [-2.232, -0.582, 0.370], [0.598, 0.397, 1.476], [2.341, 2.065, 0.666], [4.470, 2.182, -0.627], [4.875, 0.645, -2.544], [3.022, -0.865, -3.301], [0.851, -0.843, -2.120], [1.586, -2.332, -0.373], [0.541, -4.551, -0.371]]
}

Record 4
{
  "formula": "C19H20F4N4O2",
  "method": "ωB97M-V/def2-TZVPD",
  "smiles": "O=C1C(F)=C(F)C(=O)C(F)=C1F.CCN1CCN2CCN(CC)c3cncc1c32",
  "e_homo_ev": -7.1,
  "lumo_energy_ev": -2.1,
  "e_tot_ev": -40950.1436,
  "gap_ev": 5.04,
  "e_above_lowest_kj_mol": 81.8,
  "fmax_ev_per_a": 2.2,
  "species": ["O", "C", "C", "F", "C", "F", "C", "O", "C", "F", "C", "F", "C", "C", "N", "C", "C", "N", "C", "C", "N", "C", "C", "C", "C", "N", "C", "C", "C", "H", "H", "H", "H", "H", "H", "H", "H", "H", "H", "H", "H", "H", "H", "H", "H", "H", "H", "H", "H"],
  "positions_angstrom": [[-5.827, 2.449, 3.546], [-4.624, 2.358, 3.483], [-3.818, 3.465, 2.985], [-4.429, 4.587, 2.577], [-2.478, 3.379, 2.954], [-1.750, 4.403, 2.485], [-1.797, 2.183, 3.434], [-0.589, 2.139, 3.475], [-2.604, 1.056, 3.882], [-1.996, -0.073, 4.279], [-3.946, 1.142, 3.912], [-4.676, 0.111, 4.362], [-2.617, -3.511, -0.686], [-2.404, -2.241, -1.485], [-0.977, -1.952, -1.752], [-0.579, -1.943, -3.171], [0.933, -2.054, -3.337], [1.630, -1.098, -2.461], [2.879, -0.457, -2.906], [3.813, -0.207, -1.726], [3.115, 0.443, -0.602], [3.989, 1.069, 0.416], [3.814, 2.570, 0.512], [1.791, 0.030, -0.294], [1.168, 0.343, 0.912], [-0.018, -0.098, 1.301], [-0.650, -0.878, 0.440], [-0.186, -1.222, -0.827], [1.082, -0.766, -1.201], [-3.668, -3.668, -0.438], [-2.278, -4.387, -1.241], [-2.059, -3.489, 0.250], [-2.930, -2.301, -2.445], [-2.834, -1.373, -0.975], [-1.104, -2.745, -3.701], [-0.932, -0.999, -3.597], [1.274, -3.059, -3.073], [1.237, -1.878, -4.373], [3.352, -1.084, -3.668], [2.615, 0.487, -3.392], [4.205, -1.158, -1.354], [4.677, 0.399, -2.017], [3.789, 0.582, 1.377], [5.029, 0.821, 0.177], [4.417, 3.004, 1.313], [4.105, 3.061, -0.418], [2.774, 2.837, 0.704], [1.690, 0.974, 1.611], [-1.611, -1.250, 0.753]]
}

What did the fourth record say?
{
  "formula": "C19H20F4N4O2",
  "method": "ωB97M-V/def2-TZVPD",
  "smiles": "O=C1C(F)=C(F)C(=O)C(F)=C1F.CCN1CCN2CCN(CC)c3cncc1c32",
  "e_homo_ev": -7.1,
  "lumo_energy_ev": -2.1,
  "e_tot_ev": -40950.1436,
  "gap_ev": 5.04,
  "e_above_lowest_kj_mol": 81.8,
  "fmax_ev_per_a": 2.2,
  "species": ["O", "C", "C", "F", "C", "F", "C", "O", "C", "F", "C", "F", "C", "C", "N", "C", "C", "N", "C", "C", "N", "C", "C", "C", "C", "N", "C", "C", "C", "H", "H", "H", "H", "H", "H", "H", "H", "H", "H", "H", "H", "H", "H", "H", "H", "H", "H", "H", "H"],
  "positions_angstrom": [[-5.827, 2.449, 3.546], [-4.624, 2.358, 3.483], [-3.818, 3.465, 2.985], [-4.429, 4.587, 2.577], [-2.478, 3.379, 2.954], [-1.750, 4.403, 2.485], [-1.797, 2.183, 3.434], [-0.589, 2.139, 3.475], [-2.604, 1.056, 3.882], [-1.996, -0.073, 4.279], [-3.946, 1.142, 3.912], [-4.676, 0.111, 4.362], [-2.617, -3.511, -0.686], [-2.404, -2.241, -1.485], [-0.977, -1.952, -1.752], [-0.579, -1.943, -3.171], [0.933, -2.054, -3.337], [1.630, -1.098, -2.461], [2.879, -0.457, -2.906], [3.813, -0.207, -1.726], [3.115, 0.443, -0.602], [3.989, 1.069, 0.416], [3.814, 2.570, 0.512], [1.791, 0.030, -0.294], [1.168, 0.343, 0.912], [-0.018, -0.098, 1.301], [-0.650, -0.878, 0.440], [-0.186, -1.222, -0.827], [1.082, -0.766, -1.201], [-3.668, -3.668, -0.438], [-2.278, -4.387, -1.241], [-2.059, -3.489, 0.250], [-2.930, -2.301, -2.445], [-2.834, -1.373, -0.975], [-1.104, -2.745, -3.701], [-0.932, -0.999, -3.597], [1.274, -3.059, -3.073], [1.237, -1.878, -4.373], [3.352, -1.084, -3.668], [2.615, 0.487, -3.392], [4.205, -1.158, -1.354], [4.677, 0.399, -2.017], [3.789, 0.582, 1.377], [5.029, 0.821, 0.177], [4.417, 3.004, 1.313], [4.105, 3.061, -0.418], [2.774, 2.837, 0.704], [1.690, 0.974, 1.611], [-1.611, -1.250, 0.753]]
}